Entry 1:
A structure of composition C11H29ClN5Re. Source: OMol25; level of theory: ωB97M-V/def2-TZVPD.

Results
HOMO-LUMO gap (alpha / beta): 8.0 / 7.7 eV
Relative energy (zero: lowest compared OMol25 entry of this formula, charge and spin): 0.00 kJ/mol
Charge: +3
HOMO energy (alpha / beta): -19.962 / -19.559 eV
2S+1: 2

Element x y z (Å)
Re (-0.155, -0.041, -0.108)
C (1.347, -1.157, 2.231)
C (1.593, -2.004, 0.970)
N (0.349, -2.130, 0.141)
C (-0.716, -2.944, 0.825)
C (-2.062, -2.318, 0.534)
N (-1.988, -0.815, 0.641)
C (-2.238, -0.266, 2.015)
C (-1.015, -0.500, 2.868)
N (0.218, -0.155, 2.053)
H (1.117, -1.778, 3.094)
H (2.259, -0.615, 2.474)
H (2.368, -1.559, 0.339)
H (1.951, -2.997, 1.249)
H (0.607, -2.630, -0.708)
H (-0.682, -3.970, 0.461)
H (-0.486, -2.983, 1.885)
H (-2.365, -2.536, -0.489)
H (-2.842, -2.691, 1.199)
H (-2.765, -0.492, 0.064)
H (-2.449, 0.800, 1.903)
H (-3.129, -0.730, 2.440)
H (-1.038, 0.113, 3.768)
H (-0.943, -1.532, 3.196)
H (0.561, 0.712, 2.458)
N (0.317, 2.100, 0.300)
C (0.843, 3.271, -0.565)
C (1.139, 2.934, -2.003)
C (2.055, 1.717, -2.199)
C (1.405, 0.602, -2.999)
N (0.706, -0.410, -2.103)
H (-0.532, 2.463, 0.739)
H (0.975, 2.072, 1.076)
H (1.746, 3.609, -0.058)
H (0.110, 4.072, -0.490)
H (1.600, 3.823, -2.436)
H (0.214, 2.814, -2.566)
H (2.394, 1.306, -1.233)
H (2.977, 2.018, -2.695)
H (2.132, 0.037, -3.580)
H (0.665, 0.988, -3.698)
H (1.379, -1.171, -2.006)
H (-0.054, -0.827, -2.649)
Cl (-2.399, -0.290, -2.312)
C (-1.608, 0.958, -1.317)
H (-2.376, 1.446, -0.713)
H (-1.184, 1.686, -1.996)

Entry 2:
A structure of composition C11H29I2OP2RuSi. Source: OMol25; level of theory: ωB97M-V/def2-TZVPD.

Results
HOMO-LUMO gap (alpha / beta): 6.8 / 5.3 eV
Relative energy (zero: lowest compared OMol25 entry of this formula, charge and spin): 0.00 kJ/mol
Charge: +2
HOMO energy (alpha / beta): -13.370 / -16.073 eV
2S+1: 6

Element x y z (Å)
I (-1.902, -0.273, -2.535)
I (-1.155, -2.264, 1.194)
Ru (-0.157, -0.132, -0.255)
P (1.529, -1.529, -0.965)
C (0.858, -2.602, -2.276)
C (3.019, -0.762, -1.671)
H (3.755, -1.533, -1.932)
H (2.908, -3.386, -0.197)
H (3.504, -0.054, -0.990)
H (2.565, -2.273, 1.137)
H (0.431, -1.994, -3.079)
H (2.736, -0.207, -2.573)
C (2.138, -2.754, 0.256)
H (1.682, -3.210, -2.664)
H (1.290, -3.370, 0.585)
H (0.069, -3.250, -1.884)
P (-1.469, 1.412, 0.973)
C (-3.085, 1.674, 0.185)
C (-1.959, 0.870, 2.654)
H (0.254, 3.124, 1.454)
H (-1.369, 3.569, 2.050)
H (-0.989, 3.679, 0.300)
C (-0.819, 3.102, 1.220)
H (-1.088, 0.663, 3.271)
H (-2.530, 1.675, 3.133)
H (-3.601, 2.463, 0.744)
H (-3.664, 0.744, 0.205)
H (-2.547, -0.050, 2.572)
H (-2.927, 1.971, -0.859)
C (0.420, 1.184, -1.411)
O (0.719, 1.970, -2.233)
C (4.355, -0.252, 1.611)
Si (2.840, 0.872, 1.786)
C (3.075, 1.663, 3.508)
C (2.750, 2.242, 0.529)
C (1.115, 0.003, 1.545)
H (5.240, 0.354, 1.871)
H (4.538, -0.659, 0.609)
H (4.320, -1.093, 2.319)
H (4.115, 2.025, 3.590)
H (2.409, 2.528, 3.664)
H (2.921, 0.952, 4.337)
H (1.831, 2.195, -0.063)
H (2.742, 3.230, 1.008)
H (3.584, 2.197, -0.182)
H (1.230, -1.022, 1.931)
H (0.463, 0.464, 2.309)

Entry 3:
A cluster of 8 separate species, C11H30Cl2F9N4O7S in total. Source: OMol25; level of theory: ωB97M-V/def2-TZVPD.

Results
HOMO-LUMO gap: 3.7 eV
Relative energy (zero: lowest compared OMol25 entry of this formula, charge and spin): 459.85 kJ/mol
Charge: +3
HOMO energy: -13.629 eV
2S+1: 1

Element x y z (Å)
N (3.673, -6.216, -2.936)
H (3.340, -5.316, -3.251)
H (4.638, -6.088, -2.665)
H (3.621, -7.003, -3.566)
H (3.200, -6.404, -2.063)
N (4.850, -3.619, 2.083)
H (4.089, -4.269, 1.946)
H (4.605, -3.050, 2.881)
H (4.961, -2.999, 1.293)
H (5.626, -4.187, 2.391)
N (-0.705, -2.422, 2.632)
H (-0.039, -2.088, 3.315)
H (-0.443, -3.353, 2.344)
H (-0.706, -1.807, 1.831)
H (-1.644, -2.499, 2.996)
N (8.918, 1.006, 1.973)
H (9.762, 1.553, 1.880)
H (8.893, 0.488, 2.840)
H (8.775, 0.390, 1.185)
H (8.082, 1.571, 2.026)
C (3.248, 2.124, -3.328)
F (2.081, 2.450, -3.852)
F (4.152, 1.995, -4.329)
F (3.720, 3.149, -2.556)
S (3.047, 0.488, -2.295)
O (4.260, 0.391, -1.462)
O (1.809, 0.712, -1.540)
O (2.896, -0.607, -3.234)
C (-3.195, 2.446, 3.338)
C (-2.997, 2.142, 4.826)
O (-4.360, 1.986, 5.339)
C (-5.173, 0.862, 5.238)
O (-4.846, -0.129, 4.626)
C (-6.613, 1.212, 5.678)
F (-7.342, 1.475, 4.632)
F (-7.136, 0.221, 6.235)
F (-6.705, 2.253, 6.436)
H (-3.521, 1.538, 2.831)
H (-2.258, 2.847, 2.952)
H (-3.908, 3.241, 3.119)
H (-2.556, 2.971, 5.380)
H (-2.322, 1.298, 4.972)
C (-3.820, -5.055, -4.866)
C (-2.616, -4.448, -4.216)
O (-2.792, -3.075, -4.558)
C (-3.309, -2.236, -3.651)
O (-3.734, -2.563, -2.520)
C (-3.546, -0.784, -4.147)
F (-4.843, -0.630, -4.438)
F (-3.225, 0.111, -3.189)
F (-2.883, -0.463, -5.246)
H (-3.846, -5.045, -5.956)
H (-4.640, -4.490, -4.424)
H (-3.938, -6.122, -4.683)
H (-1.772, -4.833, -4.788)
H (-2.543, -4.686, -3.155)
Cl (-0.997, 9.590, -1.275)
C (-0.086, 8.100, -0.992)
C (0.722, 8.147, 0.290)
Cl (-0.353, 8.528, 1.630)
H (0.484, 7.820, -1.878)
H (-0.728, 7.227, -0.877)
H (1.461, 8.947, 0.292)
H (1.229, 7.207, 0.509)

Entry 4:
A structure of composition C11H30CuO13. Source: OMol25; level of theory: ωB97M-V/def2-TZVPD.

Results
HOMO-LUMO gap: 5.6 eV
Relative energy (zero: lowest compared OMol25 entry of this formula, charge and spin): 316.96 kJ/mol
Charge: -1
HOMO energy: -3.311 eV
2S+1: 1

Element x y z (Å)
Cu (-20.415, -13.292, -12.653)
C (-22.330, -11.053, -13.127)
O (-21.190, -10.594, -12.802)
O (-23.311, -10.835, -12.439)
O (-22.215, -12.003, -13.850)
C (-22.151, -9.875, -9.735)
C (-21.797, -11.363, -9.465)
O (-21.833, -12.267, -10.493)
O (-23.480, -9.546, -10.061)
H (-21.477, -9.487, -10.499)
H (-21.982, -9.338, -8.802)
H (-22.566, -11.660, -8.752)
H (-20.894, -11.563, -8.888)
H (-22.410, -11.810, -11.110)
H (-23.402, -9.833, -10.974)
C (-18.018, -14.424, -10.665)
C (-17.287, -14.313, -11.946)
O (-17.897, -13.267, -12.666)
O (-19.396, -14.860, -10.833)
H (-18.042, -13.466, -10.146)
H (-17.490, -15.023, -9.923)
H (-17.423, -15.261, -12.467)
H (-16.231, -14.140, -11.738)
H (-18.140, -12.566, -12.057)
H (-19.809, -15.172, -10.024)
C (-18.144, -10.102, -10.815)
C (-18.806, -8.725, -10.658)
O (-19.563, -8.342, -11.810)
O (-18.965, -11.190, -11.278)
H (-17.850, -10.363, -9.798)
H (-17.241, -10.062, -11.424)
H (-17.981, -8.024, -10.536)
H (-19.548, -8.792, -9.862)
H (-20.310, -8.885, -12.073)
H (-19.806, -10.789, -11.511)
C (-20.701, -17.309, -14.531)
C (-20.739, -15.751, -14.860)
O (-21.526, -15.060, -13.860)
O (-21.808, -17.923, -15.051)
H (-20.690, -17.480, -13.455)
H (-19.828, -17.839, -14.913)
H (-21.248, -15.726, -15.823)
H (-19.757, -15.339, -15.090)
H (-22.442, -15.275, -14.053)
H (-21.470, -18.666, -15.557)
C (-18.969, -11.695, -16.121)
C (-18.805, -10.171, -16.329)
O (-18.415, -9.632, -14.992)
O (-20.209, -11.937, -15.604)
H (-18.129, -12.216, -15.661)
H (-18.983, -12.164, -17.105)
H (-19.820, -9.781, -16.400)
H (-18.110, -9.866, -17.111)
H (-19.205, -9.404, -14.497)
H (-20.371, -11.349, -14.863)

Entry 5:
A cluster of 4 separate species, C11H30IO10PS3 in total. Source: OMol25; level of theory: ωB97M-V/def2-TZVPD.

Results
HOMO-LUMO gap: 9.0 eV
Charge: 0
HOMO energy: -8.965 eV
2S+1: 1
SMILES: CCOS(C)(=O)=O.CCOS(C)(=O)=O.CCOS(C)(=O)=O.O=C(I)C[PH4]

Element x y z (Å)
C (0.094, -4.909, -1.152)
C (-1.349, -5.368, -1.054)
O (-1.959, -4.926, 0.159)
S (-2.455, -3.391, 0.259)
C (-3.438, -3.573, 1.719)
O (-3.327, -3.107, -0.852)
O (-1.324, -2.557, 0.569)
H (0.154, -3.824, -1.266)
H (0.585, -5.367, -2.014)
H (0.646, -5.171, -0.247)
H (-1.929, -5.040, -1.921)
H (-1.378, -6.460, -1.042)
H (-4.264, -4.250, 1.506)
H (-3.819, -2.587, 1.988)
H (-2.812, -3.963, 2.520)
C (-0.263, 0.356, 1.129)
C (-0.208, 0.271, -0.384)
O (0.064, 1.545, -0.974)
S (1.584, 2.091, -0.964)
C (1.354, 3.399, -2.134)
O (2.442, 1.094, -1.549)
O (1.860, 2.672, 0.323)
H (0.722, 0.579, 1.546)
H (-0.605, -0.587, 1.555)
H (-0.937, 1.156, 1.448)
H (0.524, -0.472, -0.712)
H (-1.182, -0.050, -0.761)
H (1.087, 2.968, -3.098)
H (2.294, 3.946, -2.215)
H (0.568, 4.061, -1.772)
C (4.847, 2.737, -1.211)
C (5.712, 1.922, -0.271)
O (6.755, 1.243, -0.972)
S (8.060, 2.084, -1.419)
C (9.087, 0.698, -1.817)
O (8.606, 2.750, -0.266)
O (7.759, 2.795, -2.634)
H (5.406, 3.578, -1.630)
H (3.980, 3.137, -0.685)
H (4.505, 2.127, -2.048)
H (6.124, 2.545, 0.528)
H (5.098, 1.153, 0.205)
H (9.269, 0.123, -0.911)
H (10.027, 1.081, -2.215)
H (8.584, 0.091, -2.569)
O (-5.666, 1.191, 3.611)
C (-6.263, 1.051, 2.511)
I (-5.603, -0.519, 1.163)
C (-7.489, 2.043, 2.247)
P (-9.091, 1.014, 2.678)
H (-7.527, 2.457, 1.182)
H (-7.472, 2.928, 2.981)
H (-9.928, 1.955, 1.957)
H (-8.518, -0.060, 1.901)
H (-8.750, 1.172, 4.077)
H (-10.236, 0.168, 2.997)

Entry 6:
A cluster of 6 separate species, C11H30N5O14P in total. Source: OMol25; level of theory: ωB97M-V/def2-TZVPD.

Results
HOMO-LUMO gap (alpha / beta): 9.6 / 2.4 eV
Charge: +1
HOMO energy (alpha / beta): -12.206 / -12.206 eV
2S+1: 2

Element x y z (Å)
C (-2.833, -1.707, -6.255)
C (-1.623, -0.694, -6.235)
O (-0.618, -1.413, -5.381)
P (-0.634, -1.330, -3.708)
O (-1.955, -1.594, -3.061)
O (-0.156, 0.133, -3.233)
C (-1.111, 1.125, -2.986)
C (-0.372, 2.454, -3.027)
O (0.659, -2.285, -3.301)
C (0.480, -3.693, -3.217)
C (-0.063, -4.257, -4.490)
H (-3.482, -1.309, -7.035)
H (-2.454, -2.702, -6.486)
H (-3.333, -1.635, -5.289)
H (-1.077, -0.748, -7.177)
H (-1.654, 0.362, -5.967)
H (-2.041, 1.146, -3.554)
H (-1.437, 1.065, -1.948)
H (0.413, 2.584, -2.281)
H (-0.010, 2.674, -4.031)
H (-1.161, 3.189, -2.868)
H (1.536, -3.933, -3.093)
H (-0.110, -3.896, -2.323)
H (0.209, -5.308, -4.580)
H (-1.130, -4.058, -4.591)
H (0.179, -3.731, -5.414)
C (2.789, 0.030, 5.356)
N (3.741, 1.124, 5.264)
O (3.451, 2.193, 4.596)
O (4.855, 0.981, 5.866)
H (3.027, -0.822, 4.719)
H (1.850, 0.439, 4.983)
H (2.731, -0.415, 6.349)
C (-0.939, -2.926, 0.328)
N (0.430, -2.789, 1.017)
O (1.340, -3.247, 0.391)
O (0.556, -2.065, 1.944)
H (-1.700, -2.844, 1.104)
H (-1.158, -3.913, -0.079)
H (-0.941, -2.218, -0.501)
C (3.304, 5.106, 2.599)
N (2.707, 5.319, 3.948)
O (1.726, 4.711, 4.180)
O (3.248, 6.047, 4.728)
H (2.857, 4.173, 2.255)
H (4.374, 4.908, 2.664)
H (3.274, 6.014, 1.997)
C (-2.994, 0.686, 5.453)
N (-1.847, -0.114, 5.012)
O (-0.747, 0.369, 5.042)
O (-1.998, -1.257, 4.645)
H (-2.553, 1.658, 5.675)
H (-3.251, 0.101, 6.336)
H (-3.593, 0.663, 4.543)
C (0.520, 0.958, 1.692)
N (-0.919, 1.290, 1.453)
O (-1.384, 0.970, 0.356)
O (-1.505, 1.855, 2.370)
H (1.040, 1.858, 2.022)
H (1.024, 0.574, 0.806)
H (0.463, 0.147, 2.419)

Entry 7:
A structure of composition C11H31AsLiSi2Te. Source: OMol25; level of theory: ωB97M-V/def2-TZVPD.

Results
HOMO-LUMO gap: 8.5 eV
Charge: +1
HOMO energy: -11.541 eV
2S+1: 1

Element x y z (Å)
Li (0.595, -1.366, -1.834)
C (0.309, -5.512, -1.394)
As (1.019, -3.718, -1.129)
C (2.897, -4.154, -0.853)
C (0.464, -3.417, 0.720)
H (0.634, -6.141, -0.567)
H (0.681, -5.926, -2.329)
H (-0.778, -5.491, -1.428)
H (2.997, -4.880, -0.048)
H (3.457, -3.255, -0.601)
H (3.310, -4.577, -1.767)
H (0.748, -4.266, 1.340)
H (-0.618, -3.297, 0.768)
H (0.931, -2.514, 1.112)
C (1.309, 3.790, 1.693)
Si (1.049, 2.238, 2.730)
C (2.659, 1.289, 2.954)
C (0.241, 2.709, 4.358)
C (-0.115, 1.032, 1.801)
Te (0.535, 0.793, -0.232)
C (-1.370, 0.044, -0.988)
Si (-2.087, 1.313, -2.221)
C (-0.805, 1.314, -3.615)
C (-3.757, 0.740, -2.858)
C (-2.244, 2.972, -1.354)
H (1.928, 4.503, 2.240)
H (0.358, 4.281, 1.472)
H (1.809, 3.580, 0.746)
H (3.418, 1.900, 3.446)
H (3.065, 0.968, 1.991)
H (2.501, 0.398, 3.565)
H (0.887, 3.384, 4.923)
H (0.044, 1.835, 4.981)
H (-0.707, 3.224, 4.188)
H (-1.125, 1.440, 1.731)
H (-0.169, 0.058, 2.284)
H (-1.997, -0.121, -0.113)
H (-1.270, -0.939, -1.473)
H (-0.692, 0.309, -4.040)
H (0.175, 1.656, -3.272)
H (-1.098, 1.970, -4.436)
H (-3.691, -0.237, -3.340)
H (-4.154, 1.448, -3.587)
H (-4.476, 0.668, -2.039)
H (-1.291, 3.327, -0.962)
H (-2.950, 2.899, -0.522)
H (-2.626, 3.728, -2.042)

Entry 8:
A cluster of 7 separate species, C11H31F6N3O9S in total. Source: OMol25; level of theory: ωB97M-V/def2-TZVPD.

Results
HOMO-LUMO gap: 8.0 eV
Charge: 0
HOMO energy: -8.064 eV
2S+1: 1

Element x y z (Å)
N (-1.015, -4.050, 0.572)
H (-0.045, -3.623, 0.503)
H (-1.208, -4.288, 1.530)
H (-0.896, -4.857, -0.041)
H (-1.672, -3.377, 0.083)
N (0.669, -2.741, 3.506)
H (0.219, -1.738, 3.503)
H (1.310, -2.744, 2.675)
H (-0.109, -3.372, 3.396)
H (1.251, -2.936, 4.317)
N (0.105, -0.528, 0.145)
H (-0.095, -0.365, 1.173)
H (0.466, 0.354, -0.217)
H (-0.831, -0.838, -0.167)
H (0.797, -1.304, 0.216)
C (2.829, -2.800, 0.545)
O (1.456, -2.828, 0.811)
H (3.010, -2.274, -0.405)
H (3.345, -2.242, 1.344)
H (3.375, -3.752, 0.445)
C (-3.060, -1.422, -1.473)
O (-1.971, -0.633, -2.009)
O (-2.649, -2.091, -0.418)
C (-4.290, -0.519, -1.243)
F (-4.126, 0.384, -0.261)
F (-4.565, 0.189, -2.381)
F (-5.372, -1.288, -0.991)
C (-1.951, -0.501, -3.412)
C (-0.609, 0.109, -3.820)
H (0.191, -0.554, -3.474)
H (-0.529, 0.166, -4.904)
H (-0.532, 1.077, -3.331)
H (-2.700, 0.249, -3.702)
H (-2.179, -1.401, -3.994)
H (-3.372, -2.127, -2.261)
C (-0.654, 0.765, 3.318)
O (-0.533, 1.562, 2.153)
O (-0.663, -0.526, 2.912)
C (0.458, 1.145, 4.302)
F (0.268, 0.646, 5.542)
F (1.647, 0.603, 3.895)
F (0.632, 2.475, 4.382)
C (-1.586, 2.485, 1.897)
C (-1.104, 3.331, 0.726)
H (-1.606, 4.305, 0.773)
H (-0.048, 3.594, 0.787)
H (-1.293, 2.899, -0.257)
H (-1.778, 3.157, 2.742)
H (-2.529, 1.976, 1.675)
H (-1.609, 0.945, 3.837)
C (2.721, 3.421, -3.035)
C (4.139, 3.249, -2.470)
O (4.010, 2.564, -1.228)
S (2.795, 1.519, -1.327)
O (2.102, 1.377, -0.100)
O (3.163, 0.378, -2.088)
O (1.910, 2.508, -2.286)
H (2.636, 3.048, -4.056)
H (2.310, 4.423, -2.936)
H (4.635, 4.197, -2.288)
H (4.733, 2.619, -3.133)

Entry 9:
An isolated molecule of C11H31NP2Si2. Source: OMol25; level of theory: ωB97M-V/def2-TZVPD.

Results
HOMO-LUMO gap: 6.8 eV
Relative energy (zero: lowest compared OMol25 entry of this formula, charge and spin): 0.00 kJ/mol
Charge: 0
HOMO energy: -6.078 eV
2S+1: 1
SMILES: C[Si](C)(C=P(C)(C)C)[Si](C)(C)N=P(C)(C)C

Element x y z (Å)
C (0.849, -2.292, -1.148)
Si (-0.390, -1.546, 0.011)
C (-0.193, -2.492, 1.600)
C (-2.058, -1.901, -0.721)
P (-2.724, -1.319, -2.256)
C (-1.765, -1.794, -3.701)
C (-2.854, 0.489, -2.260)
C (-4.443, -1.935, -2.455)
Si (0.326, 0.661, 0.417)
C (-0.852, 1.612, 1.518)
C (0.695, 1.663, -1.177)
N (1.843, 0.502, 1.259)
P (2.790, 1.511, 2.213)
C (2.650, 3.148, 1.508)
C (4.494, 0.901, 2.108)
C (2.151, 1.436, 3.905)
H (0.451, -3.168, -1.655)
H (1.210, -1.600, -1.897)
H (1.692, -2.581, -0.523)
H (0.701, -2.187, 2.124)
H (-0.143, -3.531, 1.430)
H (-1.063, -2.207, 2.192)
H (-2.749, -2.310, -0.028)
H (-2.432, -1.885, -4.554)
H (-1.265, -2.736, -3.558)
H (-0.982, -1.078, -3.924)
H (-1.876, 0.935, -2.249)
H (-3.339, 0.884, -1.361)
H (-3.414, 0.838, -3.110)
H (-4.554, -2.991, -2.276)
H (-4.769, -1.696, -3.476)
H (-5.187, -1.432, -1.795)
H (-1.641, 2.054, 0.942)
H (-1.252, 0.948, 2.263)
H (-0.317, 2.416, 2.008)
H (1.756, 1.913, -1.265)
H (0.096, 2.579, -1.199)
H (0.361, 1.106, -2.056)
H (1.646, 3.235, 1.092)
H (2.756, 3.941, 2.257)
H (3.419, 3.290, 0.752)
H (4.654, 0.119, 2.848)
H (4.620, 0.493, 1.115)
H (5.167, 1.743, 2.299)
H (2.236, 0.436, 4.331)
H (1.096, 1.662, 3.879)
H (2.602, 2.165, 4.575)